No. 1
A structure of composition C14H22ClI2O3P2Sc, computed with ωB97M-V/def2-TZVPD.

Results
**LUMO (alpha / beta)**: -9.4 / -10.8 eV
**HOMO energy (alpha / beta)**: -0.5162 / -0.5162 Ha
**ΔE to the lowest compared entry with this formula, charge and spin**: 0.000 eV
**Net charge**: +2

Each line ends with the Löwdin charge.
Atoms and positions in Å:
1 I -0.0155 -3.4112 -0.0340  0.785
2 I 0.0288 0.8644 -2.6737  0.969
3 Sc -0.0073 -0.6525 0.1684  0.270
4 P -2.5770 -0.1573 -0.1809  0.720
5 C -3.3036 -0.1754 -1.8610  -0.285
6 C -3.6094 -1.3426 0.7436  -0.240
7 H -4.5680 -0.8707 0.9970  0.067
8 H -4.1777 1.3375 0.8599  0.067
9 H -3.0701 -1.6389 1.6550  0.049
10 H -2.4960 1.7028 1.3692  0.045
11 H -3.0820 -1.1577 -2.3073  0.056
12 H -3.7620 -2.2306 0.1177  0.058
13 C -3.1380 1.4414 0.5143  -0.226
14 H -4.3915 -0.0071 -1.8148  0.077
15 H -3.0687 2.2406 -0.2356  0.063
16 H -2.7962 0.5901 -2.4743  -0.022
17 P 2.5644 -0.1771 -0.1584  0.719
18 C 3.2748 -0.1907 -1.8439  -0.292
19 C 3.1358 1.4183 0.5342  -0.227
20 H 3.0544 -1.6641 1.6698  0.050
21 H 4.5541 -0.8978 1.0146  0.067
22 H 3.7461 -2.2532 0.1315  0.059
23 C 3.5947 -1.3669 0.7596  -0.238
24 H 2.4951 1.6843 1.3887  0.047
25 H 4.1737 1.3021 0.8811  0.067
26 H 4.3612 -0.0156 -1.8009  0.077
27 H 2.7657 0.5779 -2.4534  -0.033
28 H 3.0764 2.2194 -0.2146  0.062
29 H 3.0478 -1.1702 -2.2933  0.056
30 C 0.0846 1.9927 -0.6248  -0.482
31 O 0.1111 3.1435 -0.4432  0.134
32 Cl -0.0206 1.2937 8.4539  0.767
33 C -0.0169 0.8853 6.7996  -0.650
34 C -0.0105 -0.4639 6.4146  -0.060
35 C -0.0075 -0.7640 5.0568  0.008
36 C -0.0075 0.2783 4.1285  -0.159
37 C -0.0144 1.6174 4.5071  0.005
38 C -0.0178 1.9352 5.8621  -0.062
39 C -0.0106 -0.0524 2.6996  -0.532
40 O -0.0005 -1.2705 2.2918  -0.172
41 O -0.0156 0.8817 1.8025  -0.156
42 H -0.0078 -1.2480 7.1674  0.121
43 H -0.0024 -1.7924 4.7198  0.124
44 H -0.0145 2.3773 3.7317  0.126
45 H -0.0205 2.9761 6.1680  0.119

Force components x, y, z for each atom (eV/Å):
-0.0023 -1.0084 -0.0374
-0.1347 -0.4316 -0.8497
-0.0063 2.0064 2.2401
-1.3798 0.4676 -0.2831
0.3719 -0.0956 -0.0765
0.4059 -0.2916 0.0978
0.2554 -0.2794 -0.0844
0.3474 0.1177 -0.2220
-0.3716 0.0328 -0.1210
-0.2948 0.0102 -0.2110
-0.2562 0.2875 0.0219
-0.0794 0.1272 0.2446
0.3875 0.1675 0.2494
0.4342 -0.0492 -0.0626
-0.0383 -0.1955 0.1920
-0.5875 -0.3116 0.2706
1.3436 0.4577 -0.2995
-0.3164 -0.0377 -0.0905
-0.3636 0.1641 0.2755
0.3676 0.0292 -0.1179
-0.2512 -0.2789 -0.0852
0.0764 0.1218 0.2396
-0.3875 -0.2976 0.0989
0.3005 0.0158 -0.2072
-0.3464 0.1396 -0.2161
-0.4031 -0.0943 -0.0823
0.6376 -0.3521 0.3157
0.0421 -0.2055 0.1923
0.2826 0.2789 0.0210
0.0646 4.4983 1.3280
-0.0918 -4.1312 -0.6481
-0.0021 -0.0318 0.2941
0.0128 0.2080 -0.5214
-0.0045 0.2397 -0.3606
0.0168 0.2128 0.7003
-0.0480 -0.5023 -0.9081
0.0132 0.1207 0.6416
0.0008 -0.4304 -0.5359
0.0587 0.7550 0.2515
-0.0234 -0.0392 -1.4040
-0.0142 -1.4291 -0.5698
-0.0042 0.2053 -0.1357
-0.0039 0.0516 0.0302
-0.0045 0.0096 0.2545
-0.0035 -0.2321 0.1702



No. 2
A structure of composition C14H22O11Rb3, computed with ωB97M-V/def2-TZVPD.

Results
**LUMO**: -5.1 eV
**HOMO energy**: -0.3506 Ha
**ΔE to the lowest compared entry with this formula, charge and spin**: 2.422 eV
**Net charge**: +1

Each line ends with the Löwdin charge.
Atoms and positions in Å:
1 Rb -11.2819 -20.4987 12.2586  0.926
2 Rb -10.9878 -22.4507 8.9485  0.859
3 Rb -9.5745 -24.1629 11.6070  0.896
4 O -8.7723 -21.4107 11.1196  -0.646
5 C -7.8978 -21.2579 10.0120  -0.454
6 C -7.4378 -22.2946 8.9570  -0.495
7 O -8.3405 -22.9688 8.1590  -0.472
8 H -6.9724 -20.8153 10.4194  0.096
9 H -8.2845 -20.4345 9.3546  0.077
10 H -6.8119 -23.0680 9.4709  0.092
11 H -6.7338 -21.7037 8.3376  0.092
12 C -8.2272 -16.6621 8.7137  -0.012
13 C -8.3301 -17.5391 7.4730  -0.304
14 C -9.2728 -16.9682 6.4066  -0.086
15 O -8.3900 -16.2436 5.5517  0.072
16 C -7.1262 -16.7122 5.7254  -0.561
17 O -6.2156 -16.4473 5.0244  0.185
18 O -7.0776 -17.5640 6.7822  0.066
19 H -7.8679 -17.1959 9.5912  0.081
20 H -9.2142 -16.2569 8.9616  0.082
21 H -7.5786 -15.8024 8.5383  0.102
22 H -8.5208 -18.5615 7.7948  0.134
23 H -10.0321 -16.3323 6.8474  0.128
24 H -9.7091 -17.7586 5.7913  0.134
25 C -7.1929 -21.6728 4.3361  -0.018
26 C -5.8592 -21.0547 3.9594  -0.315
27 C -5.4696 -19.8896 4.8871  -0.079
28 O -4.1036 -20.1590 5.2191  0.064
29 C -3.7724 -21.4085 4.8238  -0.566
30 O -2.7384 -21.9325 5.0363  0.172
31 O -4.8104 -21.9946 4.1700  0.091
32 H -7.1622 -21.8710 5.4104  0.081
33 H -7.3021 -22.6593 3.8838  0.089
34 H -7.9959 -21.0146 4.0128  0.086
35 H -5.9224 -20.7164 2.9223  0.152
36 H -6.0619 -19.8770 5.8039  0.118
37 H -5.5310 -18.9097 4.4193  0.124
38 C -3.1880 -21.5308 8.2226  -0.026
39 C -2.6804 -21.3838 9.6226  -0.310
40 C -3.6667 -21.8532 10.7253  -0.070
41 O -2.9152 -22.8347 11.4616  0.050
42 C -1.6623 -22.9539 10.9456  -0.575
43 O -0.8129 -23.6393 11.4047  0.169
44 O -1.5286 -22.2078 9.8445  0.101
45 H -4.0769 -20.8974 8.1385  0.089
46 H -3.5400 -22.5535 8.0619  0.105
47 H -2.4329 -21.2618 7.4935  0.086
48 H -2.4391 -20.3330 9.8073  0.151
49 H -4.5468 -22.2814 10.2499  0.111
50 H -3.8340 -21.0557 11.4439  0.129

Force components x, y, z for each atom (eV/Å):
0.8244 0.3727 0.0812
1.0656 0.1448 -1.0135
1.1268 0.0150 -0.1263
-1.6371 -1.5434 -0.4614
0.0163 1.8867 -0.1542
-0.0540 -1.4882 0.3060
-1.5076 0.5723 0.9768
0.1686 -0.2192 -0.1398
-0.1962 -0.0658 0.1613
0.1576 0.2763 0.1759
0.0808 0.1117 0.1580
-0.2979 0.3912 0.1094
0.2174 0.2548 0.4817
0.3981 -0.7455 -0.0662
0.0058 0.1649 0.3288
-0.4693 -0.2438 0.0821
0.4290 0.1333 -0.1713
0.0729 0.1146 -0.1969
0.1837 -0.1067 -0.1193
0.0383 -0.1007 0.0271
0.0246 -0.0571 -0.0512
-0.2980 -0.0971 -0.3528
-0.0379 0.2262 -0.2475
-0.2590 0.0259 0.1719
0.7567 -0.5074 0.2633
-0.7565 0.4103 0.3408
0.0869 -0.0415 -0.1472
-0.0372 -0.0364 -0.1016
-0.8383 0.2176 -0.1434
0.6697 -0.2916 0.1169
0.2281 0.1785 -0.2008
-0.4910 0.2390 0.0680
-0.0751 0.1638 -0.3205
-0.1913 -0.0342 0.2515
0.5469 -0.2317 -0.1035
0.0417 -0.0795 0.0323
0.0645 -0.0097 -0.0347
-0.5601 -0.3131 0.2549
-0.2763 0.1617 0.5211
1.2586 0.0303 -0.1537
-0.2026 -0.0920 -0.2717
-0.3200 -0.0490 0.0191
0.1271 -0.2371 0.1886
0.0575 0.4990 -0.2277
0.1749 0.1573 -0.2538
0.2312 -0.0366 -0.1541
-0.0732 0.0288 -0.1592
0.4343 -0.1520 -0.0060
-0.2338 -0.0766 0.4629
-0.6755 0.0789 -0.2012



No. 3
An isolated molecule of C14H22O5, computed with ωB97M-V/def2-TZVPD.

Results
**LUMO**: 0.7 eV
**HOMO energy**: -0.3360 Ha
**ΔE to the lowest compared entry with this formula, charge and spin**: 0.190 eV

Each line ends with the Löwdin charge.
Atoms and positions in Å:
1 C -2.2050 -3.8407 1.4009  -0.066
2 C -1.6907 -2.9854 0.2563  -0.246
3 O -0.9219 -1.9228 0.8045  -0.072
4 C -0.3624 -1.0630 -0.1404  -0.312
5 O -1.3852 -0.4268 -0.8888  0.040
6 C -1.7890 0.8063 -0.4648  -0.175
7 C -3.2311 1.1062 -0.6097  -0.467
8 O -3.7215 2.1868 -0.3911  0.110
9 O -3.9506 0.0519 -1.0039  0.131
10 C -0.9222 1.7060 0.0081  0.071
11 C 0.5219 1.3247 0.1256  -0.230
12 C 1.2604 2.2777 1.0410  -0.268
13 C 2.6620 2.7193 0.7459  -0.115
14 C 1.5257 3.6812 0.5831  -0.108
15 C 0.5710 -0.1254 0.6469  -0.186
16 C 1.9873 -0.7065 0.7458  -0.142
17 C 2.7649 -0.7911 -0.5655  -0.178
18 C 4.1660 -1.3617 -0.3302  -0.279
19 O 4.8923 -1.5297 -1.5235  -0.064
20 H -2.8273 -3.2415 2.0594  0.077
21 H -2.7908 -4.6671 1.0086  0.075
22 H -1.3710 -4.2333 1.9761  0.075
23 H -2.5232 -2.5739 -0.3271  0.119
24 H -1.0544 -3.5786 -0.4181  0.126
25 H 0.1832 -1.6484 -0.9000  0.159
26 H -4.8841 0.3032 -1.0878  0.136
27 H -1.2605 2.6783 0.3212  0.135
28 H 0.9649 1.3610 -0.8772  0.160
29 H 0.9987 2.1506 2.0848  0.149
30 H 3.1413 2.3519 -0.1484  0.093
31 H 3.3428 2.8586 1.5718  0.100
32 H 1.4227 4.4854 1.2948  0.100
33 H 1.2290 3.9495 -0.4193  0.106
34 H 0.1584 -0.1118 1.6631  0.159
35 H 1.9033 -1.7082 1.1724  0.127
36 H 2.5551 -0.0932 1.4478  0.118
37 H 2.2514 -1.4314 -1.2841  0.114
38 H 2.8626 0.2005 -1.0129  0.100
39 H 4.0974 -2.3594 0.1092  0.124
40 H 4.7165 -0.7140 0.3685  0.121
41 H 4.9679 -0.6768 -1.9659  0.085

Force components x, y, z for each atom (eV/Å):
0.2298 0.3023 -0.2676
-0.1526 -0.1725 -0.0926
0.0115 0.0401 0.1093
0.4289 -0.2629 0.1734
-0.1245 0.2463 -0.1586
0.5073 0.2862 0.2087
-0.4247 0.5306 0.1288
0.1221 -0.0754 -0.0179
-0.0895 -0.6234 -0.1903
-0.3076 -0.4481 -0.2549
-0.1022 -0.1692 0.1540
-0.0514 -0.1288 -0.1954
0.1705 -0.0611 0.0907
-0.0926 0.0989 0.0571
0.0204 0.0119 -0.1216
-0.1493 0.0674 -0.1884
0.2202 -0.1907 0.2696
-0.3545 0.2040 0.1736
0.2343 0.0235 -0.4361
-0.0985 0.0252 0.0781
-0.0725 -0.1014 -0.0023
0.0526 -0.0908 0.0788
0.1209 -0.0636 0.0449
-0.0775 0.0574 0.0330
-0.1417 0.1263 0.1784
0.2394 0.2436 0.1082
-0.1551 0.1289 0.0099
0.0583 0.0574 -0.0404
0.0348 0.0564 0.0777
-0.0258 -0.0751 -0.1291
0.0078 0.0400 0.0889
0.0179 0.0237 0.0918
-0.0320 -0.0443 -0.1349
-0.0050 0.0707 -0.0989
0.0476 -0.0434 0.0970
0.0132 -0.0505 0.1018
0.0200 0.0187 -0.0836
-0.0030 0.0445 -0.0777
-0.0178 0.0836 0.0699
-0.0847 -0.1056 0.0192
0.0051 -0.0808 0.0472



No. 4
An isolated molecule of C14H22O5, computed with ωB97M-V/def2-TZVPD.

Results
**LUMO**: 0.1 eV
**HOMO energy**: -0.3176 Ha
**ΔE to the lowest compared entry with this formula, charge and spin**: 14.770 eV

Each line ends with the Löwdin charge.
Atoms and positions in Å:
1 C -0.7155 1.7233 3.8889  -0.021
2 C -0.5662 2.0577 2.2970  -0.197
3 O -0.4707 0.8871 1.6184  -0.013
4 C -0.5695 1.1165 0.3683  -0.607
5 O 0.5611 1.4649 -0.0356  0.081
6 C 1.5259 0.5971 0.1440  -0.206
7 C 2.8945 1.2191 0.1625  -0.234
8 O 4.1265 0.2210 -0.0469  -0.237
9 O 3.0309 2.4798 0.1000  0.090
10 C 1.5661 -0.7893 -0.0188  0.144
11 C 0.0216 -1.3247 -0.0476  -0.179
12 C -0.1699 -2.0313 1.2905  -0.178
13 C -1.0709 -3.2270 1.1565  -0.122
14 C 0.4033 -3.6067 1.3425  -0.035
15 C -0.9878 -0.1187 -0.2425  -0.147
16 C -1.2071 -0.2339 -1.8676  -0.095
17 C -0.0620 0.2211 -2.7163  -0.117
18 C -0.5703 0.5702 -4.2230  -0.247
19 O -1.6782 1.4175 -4.2247  -0.070
20 H 0.1142 0.9427 4.2022  0.112
21 H -0.6809 2.5006 4.6633  0.059
22 H -1.6847 1.3594 4.0792  0.034
23 H 0.3550 2.4333 2.0666  0.095
24 H -1.3098 2.7546 2.1065  0.102
25 H -1.4990 1.9750 0.0454  0.247
26 H 4.0874 2.9521 0.2060  0.296
27 H 2.2610 -1.5138 -0.0249  0.081
28 H 0.2453 -2.1912 -0.9950  0.224
29 H -0.3288 -1.5955 2.0222  -0.002
30 H -1.3645 -3.5275 0.2444  0.061
31 H -1.6445 -3.4153 2.0483  0.105
32 H 0.9170 -3.8427 2.3389  0.113
33 H 0.9585 -3.9334 0.5268  0.051
34 H -1.9182 -0.7479 0.0146  0.178
35 H -2.0400 0.7521 -1.9834  0.180
36 H -1.6848 -1.0083 -2.1758  0.041
37 H 0.4015 1.1718 -2.3861  0.133
38 H 0.6052 -0.3508 -2.6496  -0.014
39 H -0.9039 -0.2845 -4.6163  0.076
40 H 0.1816 0.7058 -4.8341  0.066
41 H -1.1294 2.2199 -3.8452  0.153

Force components x, y, z for each atom (eV/Å):
2.8066 -0.8593 -0.8222
0.9749 -0.4677 6.2072
-3.1940 -2.3122 5.6375
-9.1927 0.1629 -3.2080
5.5148 4.5337 -3.8363
6.5038 -3.6178 -1.0494
6.3392 -7.0249 -1.9036
-6.5337 5.9474 1.5686
3.5450 3.5212 0.9022
-7.5416 5.1533 0.7275
4.6494 -0.4772 -0.5495
2.5019 -10.6061 -14.3185
2.5592 -0.1297 3.8556
-0.7406 3.4137 3.3194
-1.8143 -8.3026 -5.2496
0.1909 11.2042 3.7470
-9.3311 9.5160 -2.5186
-1.9999 -1.9707 5.5617
2.9156 3.7201 1.1676
-1.8403 1.3799 -0.7063
0.5935 0.5817 -0.8688
-1.1889 -1.1815 -0.1687
2.4510 2.4814 0.3110
-1.8895 0.7913 -1.2811
2.7996 -1.8862 0.8888
-4.3127 -3.0102 -0.6089
2.9321 -1.5525 0.2357
-1.7686 2.4085 2.5831
-1.8113 7.6385 12.3075
-1.7228 -0.7157 -2.9196
-0.6617 -0.2675 -0.2439
-1.3671 0.1250 -1.4713
0.7288 -0.2869 -1.4733
0.7166 2.2425 0.7356
1.8374 -2.9155 -0.0155
-2.7878 -5.3249 -1.5491
-0.5900 -0.2240 0.3070
10.0126 -8.8442 -0.0010
-1.7463 -3.8666 -1.2498
4.1624 2.3298 -3.0006
-2.7005 -1.3074 -1.0494